No. 1
A structure of composition C18H42BO15S7V. Source: OMol25; level of theory: wB97M-V/def2-TZVPD.

Summary:
E_LUMO (spin up / spin down) (eV): -2.18 / -2.18
Energy above the lowest of the compared OMol25 structures with the same formula, charge and spin (eV): 0.5163
Charge: +1
Orbital gap (spin up / spin down) (eV): 6.92 / 8.49
⟨S²⟩: 3.75
Total energy (eV): -152267.442
HOMO (spin up / spin down) (eV): -9.1 / -10.7
Spin multiplicity: 4

Each line ends with the Mulliken spin population.
Geometry (Å):
V1 0.451 -0.141 0.342  2.911
O1 -1.651 0.220 -1.134  -0.004
C1 -2.640 0.251 -1.814  0.028
O2 -3.739 0.897 -1.478  0.007
B1 -4.797 0.638 -2.485  0.000
O3 -4.163 -0.301 -3.440  0.000
C2 -2.938 -0.562 -3.092  0.000
O4 -2.168 -1.279 -3.671  0.000
O5 -5.217 1.867 -3.157  0.000
C3 -6.507 2.091 -2.947  0.000
O6 -7.145 3.004 -3.364  0.000
C4 -7.039 0.893 -2.107  0.000
O7 -6.007 0.073 -1.895  0.000
O8 -8.160 0.716 -1.755  0.000
C5 -2.930 -1.858 2.278  0.002
S1 -2.060 -0.411 2.882  0.000
O9 -1.196 -0.014 1.755  -0.040
C6 -3.456 0.715 2.826  0.003
H1 -3.210 -1.662 1.246  -0.001
H2 -3.833 -2.065 2.859  0.000
H3 -2.272 -2.713 2.419  0.000
H4 -3.884 0.695 1.821  0.000
H5 -3.063 1.715 2.996  0.000
H6 -4.190 0.384 3.557  0.000
C7 4.868 -0.869 -0.205  0.002
S2 3.511 -1.932 -0.701  -0.001
O10 2.265 -1.178 -0.431  -0.056
C8 3.771 -1.855 -2.484  0.002
H7 5.786 -1.400 -0.461  0.000
H8 4.755 -0.704 0.861  0.000
H9 4.832 0.078 -0.744  0.000
H10 2.859 -1.443 -2.915  -0.001
H11 3.952 -2.854 -2.872  0.000
H12 4.588 -1.183 -2.745  0.000
C9 -2.210 3.617 -0.137  -0.001
S3 -0.939 3.162 1.046  0.012
O11 -0.248 2.016 0.400  0.017
C10 0.098 4.606 0.846  0.003
H13 -2.639 4.584 0.112  0.001
H14 -2.930 2.798 -0.103  0.000
H15 -1.771 3.585 -1.134  0.000
H16 0.560 4.627 -0.143  0.000
H17 0.887 4.583 1.598  0.000
H18 -0.466 5.527 0.991  0.000
C11 0.307 0.520 -4.036  0.004
S4 0.688 1.673 -2.714  0.013
O12 1.085 0.835 -1.550  0.022
C12 2.195 2.325 -3.413  0.000
H19 1.254 0.266 -4.520  0.000
H20 -0.286 0.978 -4.831  0.000
H21 -0.213 -0.354 -3.655  -0.002
H22 2.505 3.118 -2.735  0.000
H23 1.880 2.829 -4.332  0.000
H24 2.937 1.561 -3.615  0.000
C13 -0.339 -3.710 -2.267  0.002
S5 0.263 -3.438 -0.619  0.000
O13 -0.283 -2.154 -0.096  0.027
C14 -0.738 -4.660 0.207  0.002
H25 -1.357 -4.083 -2.335  0.000
H26 0.321 -4.442 -2.746  0.000
H27 -0.218 -2.786 -2.821  -0.001
H28 -1.777 -4.346 0.208  0.000
H29 -0.339 -4.840 1.206  0.000
H30 -0.606 -5.628 -0.287  0.000
C15 1.860 -1.606 4.544  0.003
S6 1.091 -2.392 3.132  0.007
O14 1.115 -1.388 2.045  0.013
C16 2.439 -3.529 2.760  0.002
H31 1.233 -0.741 4.753  -0.001
H32 2.884 -1.323 4.303  0.000
H33 1.868 -2.275 5.404  0.000
H34 2.223 -4.024 1.818  0.000
H35 2.490 -4.241 3.587  0.000
H36 3.362 -2.953 2.757  0.000
C17 4.521 2.038 2.180  0.000
S7 2.822 2.378 1.687  0.011
O15 2.178 1.094 1.319  0.010
C18 2.187 2.578 3.368  0.002
H37 4.619 1.000 2.487  0.000
H38 4.803 2.683 3.015  0.001
H39 5.175 2.326 1.359  0.000
H40 2.471 1.655 3.867  0.000
H41 1.106 2.668 3.277  0.000
H42 2.563 3.468 3.872  0.000

No. 2
The ion C6H8N with charge +1. Source: OMol25; level of theory: wB97M-V/def2-TZVPD.

Summary:
E_LUMO (eV): -4.80
Energy above the lowest of the compared OMol25 structures with the same formula, charge and spin (eV): 6.0822
Charge: +1
Orbital gap (eV): 8.96
Structure (SMILES): CC=[N+]=C1[C@H]2C[C@@H]12
Total energy (eV): -7829.606
HOMO (eV): -13.8
Spin multiplicity: 1

Each line ends with the natural charge from an NBO analysis.
Geometry (Å):
C1 -1.150 -0.238 2.535  -0.681
C2 -1.572 -0.475 1.117  0.221
N1 -0.834 -0.183 0.155  -0.299
C3 0.039 0.292 -0.495  0.438
C4 1.612 -0.318 -1.178  -0.121
C5 1.041 0.108 -2.464  -0.348
C6 0.906 0.974 -1.296  -0.302
H1 -1.632 -0.946 3.191  0.267
H2 -0.025 -0.346 2.665  0.254
H3 -1.376 0.834 2.637  0.268
H4 -2.555 -1.113 0.817  0.255
H5 2.393 -0.618 -0.453  0.285
H6 1.701 0.534 -3.179  0.256
H7 0.242 -0.493 -2.870  0.239
H8 1.209 1.986 -1.184  0.268

No. 3
The molecule C5H8N2O3S. Source: OMol25; level of theory: wB97M-V/def2-TZVPD.

Summary:
E_LUMO (eV): -0.32
Energy above the lowest of the compared OMol25 structures with the same formula, charge and spin (eV): 2.8365
Charge: 0
Orbital gap (eV): 8.41
Total energy (eV): -25269.835
HOMO (eV): -8.7
Spin multiplicity: 1

Each line ends with the natural charge from an NBO analysis.
Geometry (Å):
C1 0.105 0.614 -1.399  -0.293
C2 0.133 -0.658 -1.752  -0.175
C3 -0.025 0.247 0.735  0.588
C4 0.840 1.026 -0.179  -0.496
C5 0.448 -1.686 -0.524  -0.299
N1 -0.058 -1.023 0.600  -0.506
N2 -0.871 0.823 1.525  -0.733
O1 -0.898 -2.779 -3.254  -0.979
O2 -1.240 -0.444 -3.986  -0.977
O3 -2.294 -1.310 -1.987  -1.024
S1 -1.212 -1.403 -2.946  2.434
H1 -0.432 1.378 -1.960  0.256
H2 1.935 0.712 -0.020  0.249
H3 0.790 2.073 -0.078  0.241
H4 -0.129 -2.522 -0.696  0.257
H5 1.477 -2.125 -0.491  0.232
H6 -0.667 -1.573 1.150  0.413
H7 -1.101 1.758 1.262  0.410
H8 -1.761 0.268 1.629  0.403

No. 4
A structure of composition C9H15Cl2IrN. Source: OMol25; level of theory: wB97M-V/def2-TZVPD.

Summary:
E_LUMO (spin up / spin down) (eV): 0.03 / -2.30
Energy above the lowest of the compared OMol25 structures with the same formula, charge and spin (eV): 0.0000
Charge: 0
Orbital gap (spin up / spin down) (eV): 6.42 / 6.52
⟨S²⟩: 8.77
Total energy (eV): -38942.692
HOMO (spin up / spin down) (eV): -6.4 / -8.8
Spin multiplicity: 6

Each line ends with the Mulliken spin population.
Geometry (Å):
Ir1 0.000 0.000 0.000  2.596
Cl1 -0.737 2.026 0.794  0.336
Cl2 -0.137 -1.233 -1.928  0.317
C1 -0.915 2.224 -2.316  0.085
H1 -1.458 1.355 -2.676  0.000
H2 -1.476 3.153 -2.233  0.006
C2 1.719 -0.160 0.568  1.065
C3 0.376 2.158 -1.986  0.053
H3 2.052 -0.793 1.405  0.105
C4 1.194 3.307 -1.478  -0.009
H4 0.905 1.209 -2.075  -0.025
C5 2.661 2.927 -1.210  0.005
H5 1.153 4.140 -2.193  -0.001
H6 0.754 3.653 -0.532  0.001
C6 2.855 2.086 0.060  0.060
H7 3.056 2.379 -2.075  -0.005
H8 3.251 3.847 -1.122  0.001
C7 2.818 0.557 -0.161  0.126
H9 3.827 2.329 0.506  -0.024
H10 2.093 2.360 0.803  0.006
H11 2.777 0.339 -1.236  0.025
H12 3.769 0.131 0.202  0.025
C8 -2.793 -3.475 1.727  0.001
C9 -1.905 -2.370 1.178  0.252
N1 -1.168 -1.454 0.722  -0.026
H13 -3.857 -3.214 1.555  0.012
H14 -2.611 -3.588 2.816  0.007
H15 -2.558 -4.429 1.211  0.006

Which of these has the highest energy above the lowest of the compared OMol25 structures with the same formula, charge and spin?
C6H8N